Entry 1:
{
  "formula": "C5H11N2O",
  "method": "ωB97M-V with the def2-TZVPD basis set",
  "symbols": ["N", "C", "C", "N", "C", "C", "C", "O", "H", "H", "H", "H", "H", "H", "H", "H", "H", "H", "H"],
  "xyz": [[2.2066, -0.8165, -1.7860], [0.9942, -1.0628, -1.1112], [-0.0200, -0.2119, -0.9674], [-0.0002, 1.0125, -1.7332], [-1.1624, -0.4841, -0.0249], [-0.9877, -0.2530, 1.4776], [-0.3298, 1.1398, 2.0002], [-0.8128, 1.5857, 3.1477], [2.8620, -1.5576, -1.6199], [2.5072, 0.1345, -1.6991], [0.9149, -2.0483, -0.6643], [-0.7441, 1.0067, -2.4031], [-0.1434, 1.7709, -1.0878], [-2.0471, 0.0594, -0.3955], [-1.4554, -1.5381, -0.1299], [-1.8476, -0.4828, 2.1067], [-0.1706, -0.9504, 1.7369], [0.7557, 0.8750, 2.0506], [-0.5192, 1.8209, 1.1026]],
  "lumo_energy_ev": 3.6186,
  "molar_mass_g_mol": 115.2,
  "relative_energy_ev": 0.9246,
  "smiles": "N/C=C(\\N)CCC[O-]",
  "total_energy_ev": -10389.613,
  "total_charge": -1
}


Entry 2:
{
  "formula": "C5H11N2O",
  "method": "ωB97M-V with the def2-TZVPD basis set",
  "symbols": ["C", "O", "C", "C", "C", "C", "N", "N", "H", "H", "H", "H", "H", "H", "H", "H", "H", "H", "H"],
  "xyz": [[1.8241, -0.3481, -0.0876], [0.8598, -0.1782, -1.0679], [3.3230, 0.0213, -0.4296], [-3.5257, -0.0371, 1.3335], [-2.6976, 0.1894, 0.2242], [-3.2904, 0.3676, -1.0226], [-1.3429, 0.2541, 0.4103], [4.3093, -0.3392, 0.5854], [1.9460, -1.4270, 0.1911], [1.4816, 0.1242, 0.8721], [3.3675, 1.0619, -0.7940], [-3.0807, -0.1396, 2.3127], [-4.5902, -0.0405, 1.1587], [-2.7938, 0.5605, -1.9587], [-4.3482, 0.1245, -0.9996], [-1.0357, 0.2983, 1.3654], [-0.5874, -0.0311, -0.2780], [4.4634, 0.4920, 1.1727], [3.4929, -0.6469, -1.2915]],
  "lumo_energy_ev": [5.6562, 5.3238],
  "molar_mass_g_mol": 115.2,
  "s2": 0.78,
  "multiplicity": 2,
  "relative_energy_ev": 1.8321,
  "total_energy_ev": -10384.353,
  "total_charge": -2
}


Entry 3:
{
  "formula": "C5H11N2O",
  "method": "ωB97M-V with the def2-TZVPD basis set",
  "symbols": ["O", "C", "C", "C", "C", "C", "N", "N", "H", "H", "H", "H", "H", "H", "H", "H", "H", "H", "H"],
  "xyz": [[2.8127, -0.8559, 2.8211], [2.4509, -0.3224, 1.5706], [1.1932, -0.4891, 1.0564], [-0.5153, -0.4900, -2.0345], [-1.6703, 0.2085, -1.7796], [-2.9052, -0.1969, -2.2551], [-1.6887, 1.3910, -1.0006], [0.1427, 0.6595, 1.1147], [2.9250, 0.6514, 1.4696], [0.6679, -1.4322, 0.9290], [-0.5609, -1.4309, -2.5476], [0.4497, -0.1122, -1.7181], [-3.8154, 0.3525, -2.0653], [-3.0254, -1.2421, -2.5641], [-1.1269, 1.5226, -0.1630], [-2.6026, 1.8025, -0.9777], [0.5431, 1.2554, 1.8390], [0.9454, 0.5761, 0.3619], [2.6244, -1.8110, 2.8347]],
  "lumo_energy_ev": [-0.2981, -0.3517],
  "molar_mass_g_mol": 115.2,
  "s2": 0.79,
  "multiplicity": 2,
  "relative_energy_ev": 5.2399,
  "total_energy_ev": -10384.005
}


Entry 4:
{
  "formula": "C5H11N2O",
  "method": "ωB97M-V with the def2-TZVPD basis set",
  "symbols": ["C", "C", "C", "C", "C", "N", "N", "O", "H", "H", "H", "H", "H", "H", "H", "H", "H", "H", "H"],
  "xyz": [[2.4438, 1.5779, -0.3739], [1.7731, 1.6960, 0.9887], [1.5555, 1.3845, -1.6089], [-1.7255, -2.2839, 0.5970], [-3.0633, -2.4525, 0.0024], [0.6967, 1.0676, 1.3357], [0.4195, 0.8800, -1.3509], [-1.2120, -1.1477, 0.7157], [2.9359, 2.5867, -0.5231], [3.2538, 0.8949, -0.4518], [-1.2792, -3.2845, 0.8557], [2.4188, 2.1208, 1.7912], [1.8461, 1.7418, -2.5563], [-3.8581, -2.8506, 0.7532], [-2.8780, -2.9824, -0.8556], [-3.4609, -1.3846, -0.2917], [0.2799, 1.2563, 2.3194], [-0.2085, 0.8285, -2.2009], [0.0626, 0.3514, 0.8541]],
  "lumo_energy_ev": -4.4740,
  "molar_mass_g_mol": 115.2,
  "relative_energy_ev": 3.0765,
  "total_energy_ev": -10382.529,
  "total_charge": 1
}


> What is the formula in the second record?

C5H11N2O


Repeat the third record exactly.
{
  "formula": "C5H11N2O",
  "method": "ωB97M-V with the def2-TZVPD basis set",
  "symbols": ["O", "C", "C", "C", "C", "C", "N", "N", "H", "H", "H", "H", "H", "H", "H", "H", "H", "H", "H"],
  "xyz": [[2.8127, -0.8559, 2.8211], [2.4509, -0.3224, 1.5706], [1.1932, -0.4891, 1.0564], [-0.5153, -0.4900, -2.0345], [-1.6703, 0.2085, -1.7796], [-2.9052, -0.1969, -2.2551], [-1.6887, 1.3910, -1.0006], [0.1427, 0.6595, 1.1147], [2.9250, 0.6514, 1.4696], [0.6679, -1.4322, 0.9290], [-0.5609, -1.4309, -2.5476], [0.4497, -0.1122, -1.7181], [-3.8154, 0.3525, -2.0653], [-3.0254, -1.2421, -2.5641], [-1.1269, 1.5226, -0.1630], [-2.6026, 1.8025, -0.9777], [0.5431, 1.2554, 1.8390], [0.9454, 0.5761, 0.3619], [2.6244, -1.8110, 2.8347]],
  "lumo_energy_ev": [-0.2981, -0.3517],
  "molar_mass_g_mol": 115.2,
  "s2": 0.79,
  "multiplicity": 2,
  "relative_energy_ev": 5.2399,
  "total_energy_ev": -10384.005
}